Entry 1:
{"formula": "C4H13NOPS", "method": "the ωB97M-V functional and the def2-TZVPD basis", "elements": ["H", "H", "O", "H", "H", "C", "H", "H", "H", "H", "N", "C", "S", "C", "C", "H", "H", "P", "H", "H", "H"], "positions_angstrom": [[-3.42599, -0.88063, 0.68023], [-0.35973, -1.86618, -0.02790], [2.55762, 1.68001, 0.92584], [4.49345, -0.78134, -0.66120], [-1.76977, -0.45865, 1.31774], [-2.09780, 0.35384, -0.60453], [-2.64484, 1.23265, -1.02468], [0.72501, -1.05381, 1.05609], [-2.26824, -0.49976, -1.33076], [-3.00301, 0.68200, 1.30305], [0.59509, -1.42122, 0.09535], [-0.56167, 0.74903, -0.36868], [3.70842, -0.87916, 0.35107], [0.66057, -0.17029, -0.76179], [-2.63148, -0.17788, 0.84910], [1.40247, -2.05850, -0.18585], [-0.40584, 1.68368, -0.98651], [2.76843, 0.88749, -0.43421], [-0.44973, 0.93688, 0.69213], [1.83828, 2.31275, 0.92354], [0.86875, -0.27091, -1.80802]], "forces_ev_per_angstrom": [[0.0, -0.6, 0.4], [1.4, 0.3, 0.4], [-0.2, 0.0, 1.0], [1.3, -0.3, -1.3], [1.7, -1.5, 1.7], [0.4, -1.6, 0.8], [0.4, -0.8, 0.6], [-0.2, -0.8, -0.4], [0.6, 1.0, 0.5], [-0.8, 1.3, 1.2], [0.2, -0.1, -1.5], [0.4, 0.3, -2.3], [-1.2, 0.6, 0.9], [0.5, 2.4, 1.6], [-1.0, 1.5, -4.6], [-1.2, 0.7, 0.8], [0.1, -0.7, 1.0], [-1.9, -1.9, -0.8], [0.0, 0.6, 0.3], [-0.2, 0.5, 0.0], [-0.5, -1.0, -0.4]], "nbo_charge": [0.231, 0.450, -0.999, 0.162, 0.166, -0.407, 0.238, 0.442, 0.206, 0.225, -0.736, -0.472, -0.318, -0.268, -0.596, 0.469, 0.244, 1.026, 0.191, 0.521, 0.227], "de_lowest_kj_mol": 210.6, "gap_ev": 9.446, "total_charge": 1}

***

Entry 2:
{"formula": "C3H10OS", "method": "the ωB97M-V functional and the def2-TZVPD basis", "elements": ["H", "C", "H", "H", "C", "H", "H", "H", "H", "C", "H", "S", "H", "H", "O"], "positions_angstrom": [[0.86629, 3.59397, 1.49127], [-1.06375, -0.33253, -0.01289], [0.85679, 1.07617, -1.28749], [-0.65563, -2.54410, -0.96378], [-0.11357, -1.59543, -0.88956], [0.58922, -0.73990, 1.33412], [0.90746, -2.01027, -1.03462], [-0.81987, 0.73029, 0.10026], [-0.53360, -2.07333, 1.22652], [-0.15273, -1.24541, 0.63911], [-0.05020, -0.96427, -1.82760], [1.78633, 0.88671, -0.43561], [0.42434, 2.38836, 0.65507], [-2.11256, -0.39682, -0.19946], [0.07148, 3.22657, 1.20467]], "forces_ev_per_angstrom": [[2.1, 1.0, 0.8], [0.9, 0.2, 2.5], [-1.3, 0.5, -1.6], [-0.9, 0.8, -0.4], [1.2, -1.7, -1.6], [-0.1, -0.5, -2.3], [0.3, 1.1, 0.5], [0.9, -0.5, -1.1], [-0.5, -0.5, -0.8], [-1.4, 2.0, 2.9], [-0.4, -0.1, 1.2], [1.6, 0.0, 1.3], [-0.5, 2.3, 1.4], [-0.5, -1.4, -0.6], [-1.4, -3.4, -2.2]], "nbo_charge": [0.463, -0.056, 0.057, 0.254, -0.743, 0.317, 0.390, 0.286, 0.242, -0.376, 0.383, -0.929, 0.477, 0.236, -1.001], "de_lowest_kj_mol": 539.1, "gap_ev": 5.533}

***

Entry 3:
{"formula": "C2H8NO3", "method": "the ωB97M-V functional and the def2-TZVPD basis", "elements": ["C", "O", "H", "C", "H", "O", "H", "H", "O", "N", "H", "H", "H", "H"], "positions_angstrom": [[0.13878, 0.56869, 0.51187], [-0.36148, 1.75843, 0.40526], [-1.27734, 1.76116, 0.71538], [1.66171, 0.48974, 0.55271], [2.16826, 1.11658, 1.26559], [-2.61458, -1.05453, -2.47458], [-3.19993, -1.47602, -1.82979], [2.86723, -1.31719, 0.47359], [-0.50018, -0.42572, 0.77453], [1.97447, -0.95224, 0.80325], [-3.02500, -1.36631, -3.29382], [2.01782, 0.74242, -0.43480], [1.15522, -1.48602, 0.46398], [1.88368, -1.11007, 1.81316]], "forces_ev_per_angstrom": [[-0.3, -1.0, 2.0], [0.6, 1.0, -0.2], [-0.4, -0.1, -0.3], [0.0, -0.3, -1.5], [-0.2, 0.3, 0.4], [-0.5, -0.5, 0.0], [0.3, 0.2, 0.2], [0.0, 0.2, -0.1], [0.2, -0.1, -0.5], [-0.8, 0.0, 1.0], [0.3, 0.3, -0.1], [0.4, 0.1, -0.3], [0.2, -0.1, -0.4], [0.4, -0.1, 0.0]], "nbo_charge": [0.780, -0.621, 0.531, -0.336, 0.268, -0.943, 0.468, 0.456, -0.586, -0.678, 0.475, 0.261, 0.477, 0.448], "de_lowest_kj_mol": 72.5, "gap_ev": 10.307, "total_charge": 1}

***

Entry 4:
{"formula": "C5H5N3", "method": "the ωB97M-V functional and the def2-TZVPD basis", "elements": ["C", "C", "N", "N", "C", "C", "H", "H", "H", "H", "H", "N", "C"], "positions_angstrom": [[0.67731, -1.41595, 0.21244], [-0.56798, -0.98455, -0.13884], [1.83825, 0.69112, -0.04435], [-1.60878, 1.59261, 0.59971], [-0.55594, 1.22655, 0.19479], [1.82280, -0.54138, 0.34040], [0.79535, 2.02766, -0.98795], [-2.54777, 1.06204, 0.49365], [0.72111, -2.46280, 0.35175], [2.81472, -0.92263, 0.33252], [-2.26309, -0.54681, -0.91976], [-1.82528, -1.06541, -0.14302], [0.69930, 1.33955, -0.29136]], "forces_ev_per_angstrom": [[-0.9, 1.7, 0.2], [-1.3, -0.9, 0.4], [0.5, -0.3, 1.0], [-4.0, 0.1, 1.3], [2.0, -0.1, -1.0], [-0.7, -0.1, -1.5], [0.1, 3.3, -3.5], [2.4, 1.0, 0.0], [0.5, -1.0, -0.3], [0.6, -1.0, 0.9], [0.1, -0.6, 0.1], [1.8, 0.2, -0.2], [-1.1, -2.4, 2.6]], "nbo_charge": [-0.491, 0.400, -0.407, -0.579, 0.370, 0.085, 0.221, 0.409, 0.258, 0.200, 0.364, -0.669, -0.163], "de_lowest_kj_mol": 381.4, "gap_ev": 7.970}

***

Entry 5:
{"formula": "C3H7F2O4P", "method": "the ωB97M-V functional and the def2-TZVPD basis", "elements": ["P", "C", "F", "O", "F", "O", "H", "H", "C", "H", "O", "H", "H", "O", "H", "C", "H"], "positions_angstrom": [[-2.34515, 0.04065, 0.09574], [2.59041, 0.07007, -0.33343], [0.49437, -1.33189, 1.37986], [-2.47638, -1.51719, -0.16201], [-1.90682, 1.74504, -1.58256], [-3.44286, 0.75932, 0.70268], [-2.86830, -1.95579, 0.60340], [3.48405, 0.19969, 0.27154], [1.34740, 0.64135, 0.36888], [1.57804, 0.94944, 1.38704], [-2.00245, 0.33513, -1.49096], [2.48988, -1.00092, -0.51023], [0.08824, -0.88349, -0.52171], [-0.97132, 0.27137, 0.83762], [0.95572, 1.49641, -0.17942], [0.22838, -0.36467, 0.43017], [2.75679, 0.54548, -1.29660]], "forces_ev_per_angstrom": [[0.2, -0.2, -0.1], [-0.1, -0.1, 0.1], [0.0, 0.1, -0.2], [0.0, 0.1, 0.1], [0.1, -0.1, 0.0], [-0.1, 0.1, 0.1], [-0.1, -0.2, 0.0], [0.0, 0.1, 0.0], [0.1, -0.2, -0.2], [-0.1, 0.1, 0.0], [-0.2, 0.1, -0.1], [0.0, 0.0, 0.0], [-0.1, 0.0, 0.0], [0.1, 0.1, 0.1], [0.0, 0.1, 0.1], [0.1, -0.1, 0.1], [0.0, 0.0, 0.0]], "nbo_charge": [2.501, -0.615, -0.357, -0.982, -0.117, -1.040, 0.525, 0.221, -0.457, 0.228, -0.395, 0.212, 0.157, -0.806, 0.226, 0.483, 0.216], "smiles": "CC[C@@H](F)O[P@](=O)(O)OF", "gap_ev": 11.933}

***

Entry 6:
{"formula": "C21H21N5Os", "method": "the ωB97M-V functional and the def2-TZVPD basis", "elements": ["H", "C", "C", "C", "C", "N", "H", "C", "C", "H", "H", "H", "C", "H", "H", "H", "C", "C", "H", "C", "H", "C", "N", "N", "N", "H", "C", "H", "C", "C", "C", "H", "C", "C", "C", "H", "C", "H", "Os", "H", "H", "H", "N", "H", "C", "C", "H", "H"], "positions_angstrom": [[-2.50601, 4.94026, -1.30667], [-0.57969, -2.09647, 1.64610], [1.56009, 3.23657, 0.15829], [0.12867, 3.10129, -0.22597], [-1.93172, 4.07299, -1.00003], [-0.45606, 1.86906, -0.24034], [3.71458, -2.49886, -2.59179], [-1.71282, -1.60706, 0.84247], [2.90173, -1.84869, -2.30447], [-0.45804, -0.38267, -4.01365], [-3.27759, -3.02237, 1.24697], [-4.43572, 0.56935, -0.80397], [-0.58596, -3.18936, 2.45836], [0.50970, -4.24679, 3.99689], [3.61877, -0.89583, 2.60861], [2.18789, -1.32725, -4.24592], [1.16064, -0.49021, -2.66133], [1.53525, -2.47167, 3.37495], [2.55491, 0.28100, 3.36612], [0.13995, 0.29010, -3.39418], [2.86473, -1.68912, -0.11988], [0.50038, -3.38696, 3.33597], [1.37125, -0.57507, -1.29809], [0.51417, -1.23291, 1.62869], [2.08533, -1.22972, -3.23740], [2.07718, 2.27713, 0.28190], [-3.00318, -2.08742, 0.77657], [-1.42049, -3.87800, 2.45858], [2.65618, -0.39092, 2.50832], [-1.81016, 1.72612, -0.57109], [-0.61903, 4.21430, -0.60278], [2.36059, -2.59692, 4.06572], [-3.65998, -0.05474, -0.38074], [1.54278, -1.38396, 2.51158], [-2.53980, 2.80016, -0.98237], [-3.57968, 2.69006, -1.26011], [-3.96760, -1.31742, 0.12011], [2.70018, 0.22767, 1.60123], [0.43833, 0.15604, 0.22349], [-0.52133, 0.83190, -2.72350], [0.62999, 1.00999, -4.05481], [2.09970, 3.81445, -0.59420], [-1.42395, -0.43734, 0.23304], [-0.14436, 5.18807, -0.59626], [-2.35181, 0.38766, -0.29584], [2.47954, -1.44915, -1.09532], [1.63845, 3.78604, 1.10088], [-4.98598, -1.68332, 0.05592]], "forces_ev_per_angstrom": [[0.0, 0.0, 0.0], [0.0, -0.1, 0.0], [0.0, 0.0, 0.1], [0.1, 0.3, -0.1], [0.0, -0.1, 0.0], [0.0, -0.3, 0.5], [0.0, 0.0, 0.0], [0.0, 0.0, -0.1], [0.1, 0.0, 0.1], [0.0, 0.0, 0.0], [0.0, 0.0, 0.0], [0.0, 0.0, 0.0], [0.1, 0.0, 0.0], [0.0, 0.0, 0.0], [0.0, 0.0, 0.0], [0.0, 0.0, 0.0], [-0.2, -0.3, 0.2], [0.1, 0.0, 0.0], [0.0, 0.0, 0.0], [0.0, 0.0, 0.0], [0.0, 0.0, 0.0], [-0.1, 0.0, 0.0], [-0.1, -0.1, -0.2], [-0.4, 0.4, 0.0], [-0.1, 0.0, 0.0], [0.0, 0.0, 0.0], [0.0, 0.0, 0.0], [0.0, 0.0, 0.0], [0.0, 0.1, 0.0], [-0.1, 0.1, 0.0], [0.1, 0.0, 0.0], [0.0, 0.0, 0.0], [0.0, 0.1, 0.0], [0.2, 0.0, 0.2], [0.0, 0.0, 0.0], [0.0, 0.0, 0.0], [0.0, 0.0, 0.0], [0.0, 0.0, 0.0], [0.3, -0.4, -0.2], [0.0, 0.0, 0.0], [0.0, 0.0, 0.0], [0.0, 0.0, 0.0], [-0.1, 0.0, -0.3], [0.0, 0.0, 0.0], [0.0, -0.1, 0.1], [0.2, 0.4, 0.0], [0.0, 0.0, 0.0], [0.0, 0.0, 0.0]], "nbo_charge": [0.296, 0.163, -0.673, 0.343, 0.006, -0.488, 0.308, 0.182, 0.027, 0.303, 0.286, 0.284, -0.161, 0.296, 0.306, 0.489, 0.501, -0.214, 0.309, -0.691, 0.260, 0.016, -0.492, -0.460, -0.431, 0.193, -0.150, 0.285, -0.679, 0.126, -0.210, 0.296, -0.179, 0.330, -0.164, 0.283, -0.043, 0.193, 1.468, 0.227, 0.304, 0.305, -0.409, 0.296, 0.263, -0.106, 0.308, 0.296], "gap_ev": [5.643, 5.639], "total_charge": 4}